Below is a cluster of 4 separate species, C2H13NO4 in total, with properties calculated with ωB97M-V/def2-TZVPD.

As for the HOMO energy: -9.950 eV. The calculation puts the relative energy (zero: lowest compared OMol25 entry of this formula, charge and spin) at 1.5851 eV. As for the total energy: -11963.8815 eV.

XYZ file:
```
20
Properties=species:S:1:pos:R:3:forces:R:3:mulliken_charge:R:1
C -0.382225 -0.655593 1.920379 1.602 -0.484 2.053 -0.597
N 0.227883 -1.629578 1.004207 0.930 0.834 -0.484 -0.314
C 0.998098 -0.962274 -0.032167 -1.376 -0.783 -2.249 -0.059
O 2.085866 -0.038301 0.218411 0.971 -1.516 3.323 -0.639
H -0.909434 0.174361 1.405426 0.214 -0.781 0.232 0.230
H -1.037484 -1.238234 2.657263 0.742 1.180 -1.056 0.260
H 0.540959 -0.230025 2.487564 -2.043 0.007 -0.327 0.247
H 0.846597 -2.266633 1.526820 -0.578 0.308 -0.272 0.256
H 0.249343 -0.382014 -0.654650 0.877 -0.320 0.795 -0.072
H 1.331288 -1.754979 -0.741922 0.213 0.453 0.649 0.327
H 2.632127 -0.387125 1.051388 -1.684 1.125 -2.759 0.337
O -1.517439 1.643126 -1.569355 0.521 0.861 0.776 -0.666
H -1.681158 2.606862 -1.534118 -0.242 -0.699 -0.357 0.307
H -0.848219 1.594874 -0.856640 -0.223 -0.127 -0.334 0.339
O 0.945327 2.619787 -0.023292 -0.339 -2.644 4.341 -0.693
H 1.330251 1.694433 0.118841 -0.361 1.554 -0.090 0.392
H 1.087090 2.784549 -0.892016 0.807 0.944 -4.258 0.317
O -2.067990 -1.285078 -2.383736 -0.024 -2.461 1.441 -0.637
H -1.835633 -0.396705 -2.137173 0.087 0.690 0.493 0.345
H -1.995249 -1.891451 -1.565228 -0.091 1.859 -1.916 0.320
```
Forces are in eV/Å.


Below is a cluster of 5 separate species, C2H13NO4 in total, with properties calculated with ωB97M-V/def2-TZVPD.

As for the HOMO energy: -9.652 eV. The calculation puts the relative energy (zero: lowest compared OMol25 entry of this formula, charge and spin) at 2.0470 eV. As for the total energy: -11963.4195 eV.

XYZ file:
```
20
Properties=species:S:1:pos:R:3:forces:R:3:mulliken_charge:R:1
C -1.325680 1.289788 1.172677 -0.353 -0.700 -3.892 -0.201
N -1.367863 1.656592 -0.115713 2.360 -1.739 3.363 -0.478
C -1.480834 0.465962 -1.065071 -3.494 1.183 1.870 -0.339
H -0.638567 1.700066 1.894105 -0.527 1.447 0.263 0.233
H -1.791898 0.346356 1.542415 0.405 0.267 -0.594 0.262
H -1.640006 -0.389143 -0.415118 0.310 -0.428 -0.464 0.057
H -0.603945 0.361689 -1.672615 0.310 0.296 -0.282 0.227
H -2.457367 0.597138 -1.603219 1.208 -0.118 -0.265 0.268
O 1.688012 -2.817827 0.536195 -0.532 -0.687 1.152 -0.633
H 1.634873 -1.938890 0.200999 0.377 1.449 -1.111 0.312
H 1.473823 -2.607148 1.460764 0.134 -0.663 -0.145 0.336
O 2.200678 -0.080381 -0.380754 0.081 2.199 0.087 -0.652
H 2.051809 0.887406 -0.110258 0.087 -1.744 -0.301 0.346
H 2.867078 0.044233 -1.076472 -0.245 -0.378 0.237 0.298
O -1.464948 -2.519218 0.079540 -0.106 -1.205 -0.721 -0.651
H -0.566026 -2.764556 -0.227334 -0.500 0.106 0.406 0.337
H -2.047667 -3.220522 -0.299932 0.709 0.852 0.494 0.303
O 1.478421 2.749450 -0.045395 -0.327 0.365 0.172 -0.704
H 0.526565 2.570073 -0.125496 -0.324 -0.345 -0.249 0.372
H 1.463543 3.668930 0.250682 0.427 -0.159 -0.020 0.306
```
Forces are in eV/Å.


Q: HOMO of number 1 (C2H13NO4)?
A: -9.950 eV


Q: The lowest relative energy (zero: lowest compared OMol25 entry of this formula, charge and spin) belongs to which entry?
A: number 1


Q: Which formula does entry 2 have?
A: C2H13NO4


Q: Among the records above, which one has the lowest relative energy (zero: lowest compared OMol25 entry of this formula, charge and spin)?
A: number 1